[1]
This record from the Open Molecules 2025 dataset describes C24H56N8O8 as an isolated structure. The level of theory is the ωB97M-V functional and the def2-TZVPD basis.

- multiplicity = 1
- gap between HOMO and LUMO (eV) = 8.3
- ΔE to the lowest compared entry with this formula, charge and spin (kcal/mol) = 627.7

Each line ends with the Löwdin charge.
Positions of all 96 atoms, in Å:
C1 -1.838 -0.601 -3.096  -0.3962
O1 -1.027 -1.153 -3.863  -0.0036
N1 -2.738 0.256 -3.487  -0.1495
C2 -3.371 1.137 -2.558  -0.0872
C3 -2.918 0.761 -4.845  -0.0224
H1 -1.921 -0.849 -2.026  0.0275
H2 -3.495 0.821 -1.523  0.0734
H3 -4.362 1.301 -2.982  0.0942
H4 -3.074 2.169 -2.372  0.0927
H5 -3.202 0.073 -5.641  0.0988
H6 -3.599 1.605 -4.740  0.0789
H7 -2.078 1.344 -5.223  0.0855
C4 -2.156 -0.365 -0.210  -0.3562
O2 -2.854 -0.838 -1.093  -0.0144
N2 -1.056 -0.828 0.326  0.0077
C5 -0.623 -0.199 1.548  -0.1442
C6 -0.461 -2.077 -0.134  -0.0907
H8 -2.344 0.621 0.242  0.1012
H9 0.357 0.274 1.469  0.0393
H10 -0.621 -0.705 2.513  0.0980
H11 -1.390 0.535 1.795  -0.0062
H12 -1.012 -2.494 -0.978  0.1268
H13 0.547 -1.832 -0.467  0.0451
H14 -0.493 -2.854 0.630  0.0033
C7 1.258 1.791 1.931  -0.2873
O3 1.837 0.824 1.366  -0.0138
N3 0.408 1.699 3.013  -0.1738
C8 0.402 0.526 3.868  -0.0307
C9 -0.405 2.918 3.427  0.0026
H15 1.413 2.834 1.613  0.1435
H16 0.881 -0.301 3.344  0.0603
H17 -0.613 0.360 4.231  0.1188
H18 1.062 0.701 4.718  0.1049
H19 0.272 3.475 4.075  0.0984
H20 -0.718 3.538 2.587  0.0014
H21 -1.126 2.582 4.172  0.1131
C10 1.147 -3.751 -2.201  -0.3170
O4 2.148 -3.357 -2.844  -0.0150
N4 1.108 -3.917 -0.895  -0.1656
C11 -0.063 -4.369 -0.234  -0.0846
C12 2.321 -3.663 -0.110  -0.0107
H22 0.212 -4.201 -2.568  0.1496
H23 0.217 -5.351 0.148  0.1141
H24 -0.940 -4.505 -0.867  0.1232
H25 -0.350 -3.756 0.621  0.0342
H26 2.174 -2.769 0.496  0.0262
H27 2.469 -4.502 0.569  0.1152
H28 3.211 -3.392 -0.677  0.0674
C13 1.547 -3.565 3.778  -0.2639
O5 0.437 -4.123 3.742  -0.0125
N5 1.912 -2.555 2.880  -0.1544
C14 0.940 -2.097 1.913  -0.1378
C15 3.155 -1.876 2.864  -0.0578
H29 2.312 -3.731 4.552  0.1333
H30 0.561 -1.126 2.231  0.0041
H31 0.003 -2.645 1.815  0.0998
H32 1.342 -1.849 0.931  0.0598
H33 3.221 -1.021 3.537  0.0951
H34 3.987 -2.573 2.964  0.0989
H35 3.256 -1.583 1.819  0.0532
C16 -0.487 1.862 -0.659  -0.2703
O6 -0.341 2.360 0.475  -0.1130
N6 0.241 2.044 -1.723  -0.0841
C17 -0.134 1.648 -3.059  -0.0666
C18 1.450 2.957 -1.546  0.0177
H36 -1.342 1.194 -0.849  0.1129
H37 -0.876 0.866 -3.220  0.0404
H38 0.591 1.324 -3.806  0.1166
H39 -0.650 2.481 -3.537  0.1032
H40 0.984 3.920 -1.751  0.0922
H41 1.880 3.052 -0.549  0.0848
H42 2.178 2.631 -2.289  -0.0238
C19 -2.228 1.695 1.765  -0.5059
O7 -2.866 0.723 1.921  0.0673
N7 -2.657 2.795 1.131  -0.0667
C20 -1.862 4.114 1.186  -0.0034
C21 -4.139 2.950 0.777  -0.0065
H43 -1.149 1.719 1.982  0.0813
H44 -2.546 4.846 1.617  0.0947
H45 -1.734 4.391 0.140  0.1007
H46 -0.978 4.110 1.823  0.0292
H47 -4.678 2.031 0.543  0.0855
H48 -4.690 3.428 1.587  0.0804
H49 -4.312 3.597 -0.082  0.0786
C22 3.479 1.048 -1.918  -0.2702
O8 2.914 1.653 -2.841  -0.0406
N8 2.994 -0.135 -1.539  -0.0923
C23 3.815 -1.037 -0.792  -0.0547
C24 1.589 -0.546 -1.865  0.0295
H50 4.462 1.342 -1.518  0.1554
H51 3.584 -0.807 0.248  0.0650
H52 4.900 -0.937 -0.821  0.1028
H53 3.738 -2.092 -1.057  0.0575
H54 1.156 -0.851 -0.913  0.0604
H55 0.870 0.148 -2.299  0.0531
H56 1.572 -1.299 -2.653  0.0947


[2]
This record from the Open Molecules 2025 dataset describes a 13-piece molecular cluster, H26O13 overall. The level of theory is the ωB97M-V functional and the def2-TZVPD basis.

- multiplicity = 1
- gap between HOMO and LUMO (eV) = 10.5
- ΔE to the lowest compared entry with this formula, charge and spin (kcal/mol) = 106.2

Each line ends with the natural charge from an NBO analysis.
Positions of all 39 atoms, in Å:
H1 1.083 -0.184 -0.402  0.4728
H2 -0.243 0.076 0.310  0.4899
H3 0.519 -2.966 2.996  0.4747
H4 -0.174 -2.616 4.139  0.4561
H5 3.842 3.657 -2.358  0.4763
H6 3.139 2.368 -2.786  0.4597
H7 -4.446 -1.074 -0.133  0.4504
H8 -5.425 -1.317 1.006  0.4829
H9 -1.817 0.593 1.339  0.4656
H10 -1.345 1.540 2.501  0.4830
H11 -0.836 1.180 -3.128  0.4739
H12 -2.228 1.248 -3.160  0.4735
H13 -0.936 -1.577 -3.748  0.4878
H14 -2.324 -1.014 -3.973  0.4587
H15 3.536 2.961 1.930  0.4800
H16 2.464 2.206 1.116  0.4699
H17 1.492 -2.625 0.291  0.4533
H18 0.680 -1.948 1.195  0.4894
H19 -1.575 -2.047 0.588  0.4747
H20 -2.899 -1.355 0.790  0.4377
H21 5.405 -1.961 -0.412  0.4717
H22 5.134 -1.281 -1.789  0.4703
H23 -1.811 -0.932 -0.628  0.4430
H24 -1.633 -0.353 -2.018  0.4805
H25 0.294 3.809 2.577  0.4778
H26 0.097 2.644 3.499  0.4580
O1 0.595 -0.403 0.380  -0.9564
O2 -0.102 -2.257 3.290  -0.9315
O3 3.884 2.877 -2.952  -0.9360
O4 -5.029 -0.679 0.419  -0.9235
O5 -1.552 1.491 1.547  -0.9507
O6 -1.498 1.296 -2.516  -0.9100
O7 -1.525 -1.137 -4.387  -0.9435
O8 2.687 3.008 1.459  -0.9496
O9 0.693 -2.777 0.798  -0.9528
O10 -2.103 -1.774 1.283  -0.9062
O11 5.507 -1.136 -0.926  -0.9418
O12 -1.380 -1.112 -1.481  -0.9762
O13 -0.171 3.571 3.343  -0.9334